No. 1
{"formula": "C29H54Cl8O8S", "method": "ωB97M-V/def2-TZVPD", "symbols": ["C", "C", "C", "C", "C", "C", "C", "C", "C", "O", "C", "C", "O", "C", "C", "C", "C", "C", "O", "C", "O", "C", "O", "C", "C", "C", "C", "C", "C", "C", "O", "S", "O", "O", "H", "H", "H", "H", "H", "H", "H", "H", "H", "H", "H", "H", "H", "H", "H", "H", "H", "H", "H", "H", "H", "H", "H", "H", "H", "H", "H", "H", "H", "H", "H", "H", "H", "H", "H", "H", "H", "H", "H", "H", "H", "H", "H", "H", "H", "H", "Cl", "C", "Cl", "H", "H", "Cl", "C", "Cl", "H", "H", "Cl", "C", "Cl", "H", "H", "Cl", "C", "Cl", "H", "H"], "coordinates": [[6.89314, 1.00311, 1.02558], [6.39721, 1.29209, -0.39910], [4.91452, 1.72660, -0.47326], [4.07866, 0.81677, -1.38708], [3.62444, -0.45134, -0.63410], [2.33568, -1.08410, -1.23226], [1.12835, -1.02632, -0.30154], [0.11406, -2.17094, -0.44912], [0.74448, -3.55102, -0.55507], [1.04043, -3.82664, -1.94044], [0.27410, -4.85198, -2.46086], [0.73592, -6.23044, -2.10164], [-0.70843, -4.60444, -3.14151], [-0.99538, -2.05584, 0.61693], [-0.56927, -2.11484, 2.09337], [0.14138, -3.41528, 2.53513], [1.62346, -3.20070, 2.85728], [1.75436, -2.52654, 4.23034], [2.51792, -1.31625, 4.18577], [3.81450, -1.53349, 3.87582], [4.43041, -0.80455, 3.13600], [-1.84170, -0.76321, 0.38538], [-1.95430, 0.04298, 1.49634], [-3.20816, 0.04573, 2.17290], [-3.54337, 1.48626, 2.57146], [-4.16720, 1.52515, 3.99251], [-4.53373, 2.13439, 1.60004], [-3.91251, 2.72490, 0.33115], [-4.95490, 3.68643, -0.27466], [-2.64904, 3.53407, 0.60716], [-1.31340, 0.04920, -0.68482], [0.21400, 0.51222, -0.57805], [0.45514, 1.40868, 0.50983], [0.51311, 1.03971, -1.87919], [6.75403, -0.04122, 1.28655], [6.35691, 1.58544, 1.77046], [7.94898, 1.24246, 1.13291], [7.01744, 2.10032, -0.77876], [6.58724, 0.40278, -0.99667], [4.89153, 2.73315, -0.88614], [4.50560, 1.73193, 0.53342], [3.24639, 1.36488, -1.81276], [4.74514, 0.50125, -2.18866], [4.42362, -1.18710, -0.72079], [3.53028, -0.23511, 0.42884], [2.15025, -0.54646, -2.15670], [2.57408, -2.10437, -1.51267], [1.49077, -0.92970, 0.71686], [-0.37067, -2.00406, -1.41139], [1.69321, -3.59825, -0.02370], [0.09210, -4.32716, -0.16393], [1.48164, -6.57934, -2.80929], [-0.10533, -6.91343, -2.14790], [1.15035, -6.22778, -1.09803], [-1.65586, -2.90966, 0.46360], [0.05845, -1.27224, 2.36958], [-1.48230, -2.06054, 2.67678], [-0.00738, -4.24838, 1.85641], [-0.31176, -3.73359, 3.47355], [2.09934, -2.56073, 2.11662], [2.15786, -4.14811, 2.85639], [0.78424, -2.24140, 4.62009], [2.17734, -3.22481, 4.95554], [4.29538, -2.38784, 4.37465], [-2.81305, -1.08462, 0.01640], [-4.01747, -0.33408, 1.54987], [-3.10960, -0.54281, 3.08373], [-2.62161, 2.05436, 2.64277], [-5.25320, 1.53034, 3.93036], [-3.90410, 2.47441, 4.45319], [-3.82642, 0.70769, 4.61977], [-5.16766, 2.86924, 2.09177], [-5.21830, 1.34494, 1.27478], [-3.72440, 1.97306, -0.43598], [-5.04173, 4.52949, 0.41416], [-4.62276, 4.10372, -1.22092], [-5.94157, 3.23485, -0.34884], [-2.74427, 4.14932, 1.49900], [-2.43492, 4.16177, -0.25537], [-1.78752, 2.87545, 0.71778], [2.72327, 3.28450, -3.59881], [1.05511, 2.97437, -4.08967], [0.93579, 2.60776, -5.82209], [0.68176, 2.12953, -3.52712], [0.46466, 3.85910, -3.88217], [-2.04811, 6.36128, -5.66677], [-1.72846, 4.96877, -6.71015], [-2.52338, 5.12602, -8.28164], [-0.66026, 4.89099, -6.86696], [-2.10157, 4.07746, -6.22107], [-0.64412, 5.29803, 3.09860], [-1.60014, 6.78291, 3.05531], [-2.99268, 6.67558, 1.96389], [-1.96592, 6.98485, 4.05445], [-0.96381, 7.59047, 2.71507], [-4.70563, -6.30280, -5.41797], [-3.59976, -6.57444, -4.06625], [-2.70402, -8.08750, -4.25067], [-2.89007, -5.75561, -4.02308], [-4.17685, -6.61967, -3.15052]], "atomic_forces_ev_per_a": [[-0.04, -0.03, -0.05], [0.08, 0.26, 0.79], [0.44, -0.37, -0.69], [0.44, -0.20, 0.93], [-0.13, 0.05, -0.58], [1.01, 0.38, 0.10], [-0.23, -0.22, -0.31], [-0.35, 0.35, 0.11], [0.48, 0.17, -0.25], [-0.25, -0.48, -0.21], [-1.58, 0.79, -0.85], [-0.34, -0.01, 0.11], [1.65, -0.43, 0.99], [0.45, 0.17, 0.31], [0.20, -0.81, -0.11], [0.13, 0.21, 0.25], [-0.28, 0.04, 0.10], [0.00, -0.19, 0.20], [0.32, -0.35, -0.31], [0.77, 1.30, -0.84], [-0.62, -0.71, 0.85], [0.11, -0.21, -0.02], [-0.31, -0.31, -0.24], [0.28, 1.00, 0.32], [-0.87, -0.14, 1.02], [0.05, 0.35, -0.56], [0.58, -0.69, -0.69], [-0.71, 1.13, -0.21], [0.29, 0.10, 0.56], [0.25, -0.74, -0.35], [0.34, -0.15, 0.16], [0.84, 1.18, -0.32], [-0.40, -0.49, 0.34], [-0.43, -0.55, 0.00], [-0.06, -0.17, 0.12], [-0.07, 0.15, 0.04], [0.13, -0.09, -0.01], [0.05, -0.01, -0.33], [-0.03, 0.03, -0.28], [-0.17, 0.19, 0.18], [-0.24, 0.19, 0.07], [-0.22, -0.07, 0.05], [-0.23, 0.09, -0.43], [0.10, -0.08, 0.17], [-0.21, 0.03, 0.13], [-0.36, -0.18, -0.18], [-0.32, -0.21, 0.07], [-0.12, -0.04, 0.26], [-0.10, -0.22, -0.13], [0.05, -0.09, 0.17], [-0.16, -0.01, 0.02], [0.22, 0.11, -0.05], [-0.10, -0.07, -0.06], [0.21, -0.09, 0.03], [-0.19, -0.01, -0.11], [-0.09, 0.27, 0.02], [-0.11, 0.32, 0.07], [-0.03, -0.01, -0.20], [-0.16, -0.19, 0.02], [0.05, 0.05, -0.15], [0.09, -0.10, -0.01], [-0.12, 0.20, -0.03], [0.20, 0.03, 0.09], [-0.26, -0.21, 0.04], [-0.21, 0.28, -0.14], [0.09, -0.36, -0.15], [-0.03, -0.35, -0.04], [0.23, -0.07, -0.26], [-0.15, -0.34, 0.10], [0.07, 0.02, 0.20], [0.02, -0.03, 0.19], [0.23, 0.33, 0.15], [-0.26, 0.01, 0.12], [0.24, -0.35, 0.20], [-0.14, 0.12, 0.02], [-0.11, -0.15, -0.25], [-0.08, -0.09, -0.26], [-0.05, -0.05, -0.11], [0.03, 0.26, 0.02], [0.10, 0.03, 0.20], [-0.02, 0.11, -0.07], [-0.10, 0.03, 0.04], [-0.03, 0.01, -0.04], [0.09, 0.03, -0.12], [0.06, 0.07, -0.07], [0.03, -0.02, 0.05], [0.03, -0.04, -0.01], [0.01, -0.03, -0.01], [0.01, 0.06, -0.03], [-0.06, 0.02, 0.00], [-0.01, 0.01, 0.00], [-0.01, 0.10, 0.05], [0.05, 0.22, 0.13], [-0.05, -0.05, 0.00], [0.01, -0.03, -0.07], [-0.02, 0.03, 0.03], [0.04, 0.19, 0.03], [0.06, -0.03, 0.08], [0.06, -0.04, -0.08], [-0.05, -0.11, -0.03]], "mulliken_charge": [-1.20, -0.42, -0.94, 0.04, -0.74, -0.96, -0.20, 0.45, -1.83, -0.34, 0.68, -0.89, -0.54, 0.18, -0.80, -1.59, 0.24, -0.97, -0.34, 0.10, -0.42, -0.79, 0.05, -1.01, 1.31, -1.75, -1.80, 1.39, -1.76, -0.99, -0.50, 1.66, -0.72, -0.86, 0.24, 0.32, 0.38, 0.38, 0.34, 0.38, 0.50, -0.38, 0.33, 0.47, 0.19, 0.61, 0.60, 0.20, 0.42, 0.06, 0.99, 0.31, 0.29, 0.32, 0.81, 0.27, 0.51, 0.28, 0.64, -0.18, 0.51, 0.46, 0.38, 0.41, 0.43, 0.36, 0.24, 0.25, 0.37, 0.40, 0.40, 0.49, 0.39, 0.04, 0.31, 0.43, 0.41, -0.13, 0.57, 0.02, -0.17, 0.49, -0.21, -0.18, 0.26, -0.16, -0.06, -0.17, 0.16, 0.24, -0.11, -0.34, -0.12, 0.29, 0.31, -0.16, -0.03, -0.17, 0.10, 0.27], "smiles": "CCCCCC[C@@H]1[C@@H](COC(C)=O)[C@@H](CCCCOC=O)[C@@H](OC[C@H](C)CC(C)C)OS1(=O)=O.ClCCl.ClCCl.ClCCl.ClCCl", "total_charge": 0}

No. 2
{"formula": "C3H7NO3", "method": "ωB97M-V/def2-TZVPD", "symbols": ["O", "C", "O", "N", "C", "C", "O", "H", "H", "H", "H", "H", "H", "H"], "coordinates": [[1.89675, -2.22075, 0.36338], [0.83881, -1.60620, 0.11013], [0.25644, -1.74291, -1.17902], [0.28250, -0.60573, 0.77147], [-0.98909, 0.04670, 0.46860], [-0.69166, 1.50162, -0.10122], [0.74094, 2.06947, 0.13571], [0.94973, -2.33268, -1.60179], [0.72214, -0.29059, 1.67944], [-1.44884, -0.55580, -0.32536], [-1.80777, 0.14138, 1.30678], [-1.41277, 2.30004, 0.19033], [-0.76906, 1.30490, -1.22290], [1.43188, 1.99057, -0.59556]], "atomic_forces_ev_per_a": [[-2.71, 1.29, -0.05], [2.68, -1.02, -2.34], [1.76, -1.17, 1.01], [-0.82, 1.21, 3.52], [-0.55, 1.14, 0.39], [2.04, -0.05, -2.52], [-1.41, -0.83, -0.35], [-1.31, 0.78, 0.49], [-0.45, -0.91, -1.79], [0.02, 0.44, 0.24], [2.10, -0.58, -1.00], [0.78, -0.73, 0.02], [0.05, 0.85, 1.33], [-2.18, -0.40, 1.06]], "mulliken_charge": [-0.64, 0.63, -0.50, -0.11, -0.51, -0.27, -0.58, 0.32, 0.24, 0.31, 0.27, 0.33, 0.20, 0.31], "smiles": "O=C(O)NCCO", "total_charge": 0}

No. 3
{"formula": "C3H4FNO2", "method": "ωB97M-V/def2-TZVPD", "symbols": ["C", "C", "C", "F", "N", "O", "O", "H", "H", "H", "H"], "coordinates": [[-1.69299, -0.35040, -0.01741], [-0.40002, 0.43922, -0.09534], [0.80122, -0.11110, 0.07919], [0.68049, -1.73283, -0.00004], [2.11108, 0.39346, -0.02193], [2.13717, 1.56417, 0.26159], [3.04143, -0.26959, -0.36053], [-2.33943, -0.24763, -0.77291], [-1.56252, -1.35869, 0.21381], [-2.20865, 0.19569, 0.85616], [-0.56776, 1.47770, -0.14258]], "atomic_forces_ev_per_a": [[1.87, 2.26, 4.23], [0.09, -1.68, 0.35], [-3.10, -5.41, -1.20], [1.12, 4.71, 0.40], [0.14, 0.27, 0.30], [0.19, 1.49, 0.23], [0.45, -0.98, -0.29], [-2.07, 0.65, -3.30], [0.33, -1.46, 0.40], [0.47, -1.06, -0.98], [0.51, 1.20, -0.14]], "mulliken_charge": [-1.06, -0.02, 0.22, -0.34, 0.89, -0.54, -0.50, 0.39, 0.31, 0.26, 0.38], "smiles": "C/C=C(\\F)[N+](=O)[O-]", "total_charge": 0}

Calculated total energy (computed, eV): -158342.1884, -10856.2452, -11473.0583
Energy relative to the best compared isomer or geometry (same formula, charge and spin) (computed, eV): 0.652, 2.123, 5.334